Entry 1:
Entry from OMol25: C58H54OP3Si2Ti as an isolated structure in a non-equilibrium geometry (ωB97M-V/def2-TZVPD).

Values from the calculation:
- ΔE to the lowest compared entry with this formula, charge and spin: 72.4 kcal per mole
- Total energy: -129802.8116 eV
- Spin multiplicity: 1
- Net charge: +1
- E_HOMO: -10.519 eV
- Largest force on an atom: 2.09 eV Å⁻¹

Positions of all 119 atoms, in Å:
Ti1 1.18179 0.18943 0.38412
C1 -5.17138 2.47280 -2.27584
C2 -4.78389 1.36010 -1.54489
C3 -3.62298 1.40704 -0.79296
C4 -2.83647 2.55639 -0.72984
C5 -3.25008 3.67504 -1.45153
C6 -4.40617 3.62671 -2.21890
P1 -1.27935 2.43785 0.26552
C7 -0.64225 4.15250 0.08309
C8 -0.24893 4.54401 -1.19954
C9 0.24102 5.81637 -1.43372
C10 0.37567 6.70966 -0.37877
C11 0.02243 6.31867 0.90190
C12 -0.47658 5.04410 1.13732
C13 -1.97534 2.53193 1.97266
C14 -3.08601 3.33279 2.22536
C15 -3.58748 3.46098 3.51130
C16 -2.97224 2.79674 4.56303
C17 -1.87909 1.98286 4.32096
C18 -1.37526 1.81961 3.02642
Si1 0.08481 0.62579 2.71105
C19 3.22692 0.05719 0.72695
C20 4.07940 0.23051 1.80521
C21 5.44322 -0.00512 1.65101
C22 5.95261 -0.40822 0.42470
C23 5.10957 -0.57461 -0.66549
C24 3.75353 -0.31848 -0.51580
P2 2.43072 -0.41054 -1.78761
C25 2.80355 0.90798 -2.99668
C26 1.70489 1.47097 -3.64605
C27 1.87792 2.47633 -4.58326
C28 3.15648 2.91914 -4.88978
C29 4.25354 2.35536 -4.25638
C30 4.08105 1.36241 -3.30278
C31 2.75705 -1.92790 -2.74720
C32 1.89128 -3.00154 -2.54774
C33 2.06545 -4.18530 -3.24591
C34 3.11246 -4.30324 -4.14739
C35 3.96925 -3.23249 -4.35939
C36 3.79166 -2.04174 -3.67118
C37 -0.51604 -1.01188 3.50425
C38 -0.30680 -1.44767 4.81084
C39 -0.74172 -2.70241 5.20764
C40 -1.40362 -3.52973 4.30938
C41 -1.63163 -3.10367 3.00988
C42 -1.15878 -1.86526 2.59761
P3 -1.58798 -0.96633 1.05987
C43 -3.41650 -1.01815 1.38181
C44 -4.30923 -1.83937 0.70243
C45 -5.63604 -1.90916 1.10833
C46 -6.09040 -1.14879 2.17310
C47 -5.21117 -0.29975 2.83135
C48 -3.88384 -0.24392 2.44610
C49 -1.45548 -1.89306 -0.50853
C50 -1.70982 -3.24576 -0.70813
C51 -1.74528 -3.76113 -1.99541
C52 -1.53168 -2.93565 -3.09022
C53 -1.24426 -1.59290 -2.90180
C54 -1.20071 -1.07705 -1.61511
H1 -6.06595 2.44200 -2.88369
H2 -5.37558 0.45328 -1.55622
H3 -3.33244 0.53765 -0.23058
H4 -2.68330 4.59319 -1.41399
H5 -4.70847 4.50625 -2.77255
H6 -0.34041 3.84485 -2.02432
H7 0.51602 6.11435 -2.43718
H8 0.76151 7.70489 -0.55484
H9 0.12964 7.00908 1.72841
H10 -0.74022 4.75193 2.14522
H11 -3.55831 3.86630 1.41015
H12 -4.45474 4.08405 3.68594
H13 -3.35732 2.90129 5.56908
H14 -1.42513 1.44070 5.14371
H15 3.69976 0.55578 2.76713
H16 6.10850 0.12123 2.49562
H17 7.01173 -0.60319 0.31773
H18 5.50980 -0.92682 -1.60877
H19 0.70808 1.11086 -3.40945
H20 1.01634 2.91473 -5.07059
H21 3.29594 3.70008 -5.62543
H22 5.25201 2.69244 -4.50238
H23 4.94820 0.96233 -2.79501
H24 1.08596 -2.90205 -1.82876
H25 1.38486 -5.01169 -3.08370
H26 3.25454 -5.22613 -4.69408
H27 4.78142 -3.31762 -5.06928
H28 4.44958 -1.20791 -3.87377
H29 0.19584 -0.80308 5.52354
H30 -0.57478 -3.03446 6.22404
H31 -1.75785 -4.50272 4.62328
H32 -2.20392 -3.72833 2.33583
H33 -3.98747 -2.42368 -0.14633
H34 -6.31508 -2.57223 0.58788
H35 -7.12451 -1.21167 2.48440
H36 -5.55670 0.31167 3.65489
H37 -3.20215 0.40267 2.98132
H38 -1.86851 -3.89933 0.13758
H39 -1.95233 -4.81336 -2.14363
H40 -1.58702 -3.33774 -4.09318
H41 -1.06589 -0.94889 -3.75357
H42 -1.01371 -0.01501 -1.46755
C55 3.67168 -3.37108 0.39980
Si2 1.97910 -3.01335 1.16612
C56 0.95315 -4.57910 0.88886
C57 2.32590 -2.80161 3.01840
O1 1.19976 -1.67427 0.61575
H43 3.94603 -4.40256 0.63719
H44 4.44467 -2.72734 0.81963
H45 3.70501 -3.27324 -0.68348
H46 1.54889 -5.44461 1.18682
H47 0.67101 -4.71608 -0.15639
H48 0.04846 -4.58530 1.49556
H49 3.27331 -3.28225 3.27109
H50 1.55489 -3.26273 3.63604
H51 2.40160 -1.75032 3.30166
C58 1.78692 2.12788 -0.16899
H52 2.85399 2.30072 -0.32344
H53 1.47782 2.86035 0.58442
H54 1.30806 2.41877 -1.11132

Löwdin atomic charge list, values in e, 6 entries: 0.65, -0.07, -0.06, -0.11, -0.35, -0.08



Entry 2:
Entry from OMol25: C16H9Cl2NO2ReSSbSe4 as an isolated structure (ωB97M-V/def2-TZVPD).

Values from the calculation:
- ΔE to the lowest compared entry with this formula, charge and spin: 38.1 kcal per mole
- Total energy: -328240.0399 eV
- Spin multiplicity: 1
- Net charge: +2
- E_HOMO: -13.697 eV
- Largest force on an atom: 0.47 eV Å⁻¹

Positions of all 37 atoms, in Å:
Re1 -0.22177 -0.20728 0.65285
Cl1 -2.70841 3.13922 -5.40827
C1 -2.08035 2.58654 -3.91368
C2 -1.58841 3.50642 -2.99273
C3 -1.07870 3.08678 -1.77082
Cl2 -0.48107 4.22309 -0.63904
C4 -1.06283 1.73123 -1.47595
O1 -0.57374 1.33224 -0.26843
C5 -1.55221 0.79493 -2.40186
C6 -1.51494 -0.61680 -2.14159
O2 -1.03835 -1.14584 -1.12533
C7 -2.06394 1.23396 -3.62616
H1 -1.60394 4.56311 -3.22408
H2 -1.93172 -1.28313 -2.90247
H3 -2.44611 0.51925 -4.34342
S1 2.77256 0.77496 3.72047
C8 1.24408 1.10631 4.45430
C9 0.19828 0.74039 3.67616
C10 0.62043 0.20308 2.41289
C11 2.02462 0.14724 2.35184
C12 2.63211 -0.47949 1.19242
C13 3.97322 -0.71248 0.96937
C14 4.35544 -1.37989 -0.18772
C15 3.38890 -1.80723 -1.08813
C16 2.06372 -1.54186 -0.81757
N1 1.68969 -0.87966 0.29010
H4 1.22333 1.56932 5.42893
H5 -0.83229 0.87745 3.97133
H6 4.70732 -0.38901 1.69440
H7 5.40216 -1.57540 -0.37845
H8 3.65319 -2.34581 -1.98617
H9 1.26811 -1.86618 -1.47291
Se1 -6.17014 -2.12671 2.87463
Sb1 -4.46380 -3.65189 2.57019
Se2 -1.42858 -1.79833 1.91221
Se3 -2.96676 -2.82640 0.53081
Se4 -3.40911 -5.50215 3.46187

Löwdin atomic charge list, values in e, 6 entries: 1.33, 0.78, -0.63, -0.05, -0.57, 0.80